1.
A structure of composition C3H6BrO3P in a non-equilibrium geometry, computed with wB97M-V/def2-TZVPD.

Last column: Mulliken charge in e.
CARTESIAN COORDINATES (ANGSTROEM)
C  1.04  -0.16  -2.13  -0.60
C  0.02  0.33  -1.52  -0.20
C  -1.13  -0.36  -0.95  0.17
O  1.33  -0.46  1.83  -0.38
O  -0.29  0.87  2.94  -0.46
O  -0.93  -0.13  0.81  -0.33
P  0.31  0.71  1.46  0.30
Br  -1.32  -2.25  -1.21  -0.09
H  1.94  0.40  -2.48  0.25
H  1.14  -1.20  -2.12  0.23
H  -0.20  1.43  -1.54  0.27
H  -2.20  0.09  -0.86  0.27
H  1.49  -0.26  2.72  0.29
H  -1.20  1.00  3.05  0.28

Calculated values
- Lowest unoccupied orbital energy: 0.007 Eh
- Kohn-Sham gap: 8.9 eV

---

2.
A structure of composition C3H6Cl2FN in a non-equilibrium geometry, computed with wB97M-V/def2-TZVPD.

Last column: Mulliken charge in e.
CARTESIAN COORDINATES (ANGSTROEM)
C  0.65  -0.91  0.48  -0.40
C  -0.46  0.09  0.55  0.65
C  -1.50  0.17  -0.28  -0.51
H  2.06  0.38  1.17  0.23
H  2.68  -0.89  0.36  0.24
H  0.50  -1.54  -0.40  0.30
H  0.57  -1.56  1.37  0.24
H  -1.60  -0.50  -1.12  0.25
H  -0.86  1.97  -1.81  0.32
N  1.92  -0.21  0.36  -0.59
F  -0.34  0.93  1.58  -0.30
Cl  -2.75  1.34  -0.09  -0.12
Cl  -0.86  0.74  -2.18  -0.29

Calculated values
- Lowest unoccupied orbital energy: 0.021 Eh
- Kohn-Sham gap: 8.7 eV

---

3.
A cluster of 2 separate species, C3H6Cl2N2O2 in total in a non-equilibrium geometry, computed with wB97M-V/def2-TZVPD.

Last column: Mulliken charge in e.
CARTESIAN COORDINATES (ANGSTROEM)
C  -1.02  1.92  0.51  -0.81
C  1.21  -0.76  0.36  -0.73
C  -0.75  -0.49  -0.32  0.36
N  -1.13  0.84  -0.47  -0.28
N  1.79  -1.83  -0.33  0.88
O  2.22  -1.60  -1.48  -0.52
O  1.78  -2.94  0.21  -0.56
Cl  -1.12  -1.31  -1.75  -0.12
Cl  -1.42  -1.16  1.16  -0.15
H  -1.94  2.67  0.35  0.25
H  -1.07  1.46  1.50  0.32
H  -0.17  2.51  0.35  0.31
H  1.78  0.15  -0.05  0.29
H  0.94  -0.76  1.42  0.47
H  -1.09  1.32  -1.47  0.28

Calculated values
- Lowest unoccupied orbital energy: -0.017 Eh
- Kohn-Sham gap: 8.8 eV

---

4.
A structure of composition C3H6Cl2O2 in a non-equilibrium geometry, computed with wB97M-V/def2-TZVPD.

Last column: Mulliken charge in e.
CARTESIAN COORDINATES (ANGSTROEM)
C  0.24  0.99  0.15  -1.20
C  -0.68  -0.36  -1.77  0.12
C  -0.30  -0.32  -0.31  0.43
O  1.16  -1.37  -0.34  -0.60
O  -1.14  -1.00  0.52  -0.49
Cl  -1.19  -2.02  -2.22  -0.18
Cl  -2.06  0.73  -1.85  -0.14
H  1.38  0.90  0.08  0.31
H  -0.24  1.85  -0.47  0.30
H  0.01  1.14  1.16  0.38
H  0.12  -0.16  -2.37  0.38
H  0.98  -1.65  0.60  0.29
H  -1.08  -1.91  0.18  0.40

Calculated values
- Lowest unoccupied orbital energy: 0.025 Eh
- Kohn-Sham gap: 11.2 eV

---

5.
The ion C3H6Cl2P with charge +1 in a non-equilibrium geometry, computed with wB97M-V/def2-TZVPD.

Last column: Mulliken charge in e.
CARTESIAN COORDINATES (ANGSTROEM)
C  -1.87  0.55  -0.98  -0.57
C  -1.25  -0.23  0.06  -0.19
C  1.67  0.56  0.60  -0.93
P  0.43  -0.73  0.17  0.99
Cl  0.90  -1.54  -1.56  -0.11
Cl  0.38  -2.20  1.48  -0.13
H  -2.86  0.78  -0.87  0.29
H  -1.32  0.74  -1.87  0.25
H  -1.93  -0.34  0.87  0.33
H  2.65  0.18  0.23  0.34
H  1.89  0.64  1.60  0.39
H  1.33  1.60  0.28  0.33

Calculated values
- Lowest unoccupied orbital energy: -0.175 Eh
- Kohn-Sham gap: 10.4 eV
- Total charge: +1

---

6.
The molecule C3H6Cl2Si in a non-equilibrium geometry, computed with wB97M-V/def2-TZVPD.

Last column: Mulliken charge in e.
CARTESIAN COORDINATES (ANGSTROEM)
C  0.80  1.18  1.89  -0.55
C  0.51  0.05  1.15  -0.30
C  -0.12  -0.75  -1.97  -1.00
Si  -0.69  -0.24  -0.28  0.78
Cl  -1.69  1.49  -0.39  -0.27
Cl  -2.03  -1.68  0.42  -0.29
H  0.70  2.25  1.66  0.24
H  1.39  1.02  2.89  0.18
H  1.01  -0.62  -2.10  0.29
H  -0.60  -0.18  -2.76  0.32
H  -0.37  -1.75  -2.05  0.31
H  1.11  -0.78  1.55  0.27

Calculated values
- SMILES: C=C[Si](C)(Cl)Cl
- Lowest unoccupied orbital energy: 0.027 Eh
- Kohn-Sham gap: 10.8 eV

---

Question: Number 2 is which compound?
Answer: C3H6Cl2FN